Computed, not measured: 14 unconnected molecules or ions with the total composition C56H150N18O20, with ωB97M-V/def2-TZVPD.

The calculation puts the total energy at -4713.65040 hartree. For the HOMO energy, the calculation gives -8.301 eV.

The geometry in XYZ format:
```
244
C56H150N18O20 (ωB97M-V/def2-TZVPD)
C -3.901 1.340 0.271
C -4.568 1.119 1.661
C -5.031 -0.316 1.869
O -5.786 -0.448 3.103
C -6.230 -1.755 3.496
N -3.497 1.488 2.542
H -3.573 2.365 0.096
H -4.603 1.001 -0.490
H -3.102 0.618 0.100
H -5.328 1.897 1.735
H -4.136 -0.928 1.760
H -5.706 -0.562 1.049
H -5.333 -2.368 3.589
H -6.865 -2.256 2.767
H -6.536 -1.634 4.535
H -3.126 2.358 2.186
H -2.681 0.920 2.363
C -4.038 -5.841 2.781
C -2.497 -6.016 3.050
C -2.052 -5.340 4.365
O -2.173 -3.904 4.484
C -1.687 -3.366 5.682
N -2.273 -7.458 3.125
H -4.243 -6.234 1.785
H -4.224 -4.768 2.736
H -4.742 -6.269 3.494
H -1.909 -5.617 2.223
H -0.978 -5.503 4.456
H -2.626 -5.778 5.182
H -0.624 -3.546 5.838
H -2.171 -3.751 6.580
H -1.814 -2.284 5.635
H -1.324 -7.546 3.458
H -2.907 -7.847 3.809
C -4.039 -3.068 -3.018
C -3.794 -2.799 -1.568
C -4.401 -3.836 -0.525
O -5.779 -3.694 -0.498
C -6.549 -4.472 0.402
N -2.407 -2.480 -1.352
H -5.082 -3.234 -3.289
H -3.459 -3.948 -3.296
H -3.742 -2.236 -3.656
H -4.319 -1.860 -1.391
H -4.013 -3.626 0.472
H -4.013 -4.841 -0.689
H -6.102 -4.588 1.389
H -6.743 -5.475 0.021
H -7.572 -4.172 0.632
H -1.791 -3.260 -1.529
H -2.163 -2.427 -0.373
C -6.477 2.805 -3.368
C -6.349 4.153 -2.729
C -4.891 4.701 -2.856
O -3.821 3.844 -2.360
C -2.474 4.332 -2.565
N -7.255 5.086 -3.362
H -6.520 2.899 -4.453
H -7.471 2.432 -3.122
H -5.770 2.086 -2.955
H -6.547 4.075 -1.660
H -4.751 5.698 -2.440
H -4.776 4.701 -3.940
H -2.329 4.464 -3.637
H -1.670 3.618 -2.388
H -2.246 5.261 -2.042
H -6.900 5.136 -4.306
H -6.975 5.977 -2.977
C 1.752 6.904 2.103
O 3.150 6.570 2.169
C 3.875 6.327 0.970
C 5.166 5.566 1.312
N 5.971 6.470 2.091
C 6.920 5.769 2.906
C 7.841 6.623 3.818
O 7.182 7.354 4.811
C 6.604 8.593 4.466
H 1.118 6.029 1.964
H 1.572 7.532 1.230
H 1.348 7.360 3.007
H 4.074 7.300 0.521
H 3.326 5.635 0.332
H 5.746 5.269 0.438
H 4.957 4.650 1.864
H 5.320 6.838 2.771
H 7.542 5.270 2.163
H 6.459 5.060 3.592
H 8.428 7.215 3.116
H 8.541 5.929 4.284
H 7.440 9.255 4.240
H 6.042 9.103 5.248
H 5.934 8.578 3.606
C -0.450 -9.492 1.494
O 0.927 -9.140 1.541
C 1.332 -8.530 0.253
C 2.837 -8.083 0.389
N 3.706 -9.255 0.244
C 5.099 -9.129 0.654
C 5.173 -9.372 2.220
O 4.901 -10.738 2.533
C 5.939 -11.667 2.177
H -0.525 -10.334 0.806
H -0.974 -8.622 1.100
H -0.845 -9.868 2.438
H 0.829 -7.577 0.085
H 1.235 -9.202 -0.600
H 3.090 -7.840 1.421
H 3.122 -7.312 -0.327
H 3.339 -9.890 0.938
H 5.589 -8.213 0.326
H 5.621 -9.983 0.224
H 4.492 -8.689 2.727
H 6.151 -9.162 2.655
H 6.964 -11.301 2.234
H 5.768 -12.008 1.156
H 6.049 -12.491 2.882
C -0.199 -4.307 0.579
O -0.934 -3.155 1.062
C -0.396 -2.547 2.234
C -1.295 -1.311 2.697
N -1.199 -0.185 1.793
C -0.202 0.721 2.364
C -0.112 2.041 1.575
O 0.213 1.894 0.194
C 0.607 3.091 -0.406
H -0.653 -4.844 -0.253
H -0.127 -5.058 1.366
H 0.855 -4.097 0.397
H 0.620 -2.189 2.067
H -0.328 -3.290 3.029
H -1.089 -0.983 3.716
H -2.332 -1.647 2.700
H -0.829 -0.615 0.957
H 0.783 0.259 2.435
H -0.410 1.042 3.385
H 0.673 2.609 2.075
H -1.095 2.512 1.563
H 1.036 3.821 0.281
H -0.269 3.511 -0.900
H 1.349 2.897 -1.180
C -2.031 5.445 3.424
O -3.215 5.666 2.708
C -3.203 5.055 1.402
C -3.785 6.097 0.454
N -2.783 7.085 0.055
C -3.428 8.127 -0.757
C -2.359 8.883 -1.555
O -1.700 9.710 -0.580
C -0.574 10.428 -1.078
H -1.620 4.436 3.427
H -2.075 6.034 4.341
H -1.162 5.964 3.018
H -3.829 4.165 1.347
H -2.204 4.690 1.164
H -4.665 6.512 0.945
H -4.255 5.616 -0.404
H -2.313 7.486 0.853
H -4.002 8.823 -0.145
H -4.121 7.640 -1.443
H -2.847 9.535 -2.280
H -1.765 8.174 -2.130
H 0.140 9.815 -1.627
H -0.068 10.926 -0.251
H -0.803 11.226 -1.785
C 5.207 5.958 -9.690
O 5.215 5.458 -8.327
C 4.490 6.186 -7.375
C 4.410 5.290 -6.177
N 3.802 5.989 -4.996
C 3.772 5.024 -3.858
C 2.486 5.273 -2.955
O 2.542 6.596 -2.455
C 1.458 6.999 -1.577
H 5.842 5.313 -10.298
H 5.562 6.988 -9.697
H 4.199 5.927 -10.102
H 3.503 6.428 -7.769
H 5.130 7.034 -7.129
H 5.455 5.059 -5.969
H 3.887 4.353 -6.372
H 2.935 6.432 -5.262
H 4.682 5.180 -3.278
H 3.749 4.005 -4.246
H 2.451 4.562 -2.130
H 1.568 5.080 -3.510
H 0.525 7.079 -2.135
H 1.561 7.982 -1.116
H 1.413 6.329 -0.718
C 4.950 -2.567 -5.757
O 3.560 -2.894 -5.619
C 2.785 -2.277 -6.668
C 1.485 -3.190 -6.826
N 0.834 -3.329 -5.503
C 0.131 -4.525 -5.458
C -0.765 -4.824 -4.253
O -0.192 -4.945 -2.978
C 0.538 -6.086 -2.552
H 5.163 -1.568 -6.137
H 5.496 -3.095 -6.538
H 5.456 -2.644 -4.795
H 3.363 -2.239 -7.591
H 2.486 -1.259 -6.418
H 1.845 -4.184 -7.092
H 0.831 -2.812 -7.612
H 1.640 -3.284 -4.896
H 0.872 -5.317 -5.568
H -0.528 -4.592 -6.323
H -1.416 -5.687 -4.396
H -1.358 -3.910 -4.278
H 1.194 -5.996 -1.685
H 1.135 -6.462 -3.383
H -0.190 -6.867 -2.335
C 1.454 -1.279 -1.108
O 2.043 -1.303 -0.065
N 1.438 -2.293 -1.871
N 0.696 -0.345 -1.590
H 1.882 -3.150 -1.575
H 0.750 -2.313 -2.610
H 0.695 0.512 -1.055
H 0.336 -0.501 -2.521
C 2.066 -6.045 3.296
O 2.460 -5.713 2.176
N 2.204 -5.315 4.372
N 1.466 -7.121 3.554
H 2.677 -4.441 4.193
H 1.843 -5.585 5.276
H 1.275 -7.378 4.512
H 1.322 -7.690 2.732
C 3.355 -2.154 3.028
O 3.433 -2.569 4.214
N 3.332 -2.962 2.012
N 3.240 -0.899 2.646
H 3.297 -3.969 1.938
H 3.131 -2.440 1.171
H 3.318 -0.220 3.389
H 2.931 -0.679 1.709
C -4.063 0.764 6.298
O -4.190 0.845 7.509
N -3.897 1.849 5.552
N -3.943 -0.390 5.694
H -3.794 1.775 4.550
H -4.046 2.702 6.072
H -4.014 -1.200 6.293
H -4.058 -0.497 4.697
```

These are the Mulliken partial charges, in e, on atoms 1 to 6: number 1, C, carries -0.671; number 2, C, carries 0.233; number 3, C, carries 0.012; number 4, O, carries -0.498; number 5, C, carries -0.371; number 6, N, carries 0.167